# C23H40N4O2S2SiTi

A structure of composition C23H40N4O2S2SiTi at a distorted geometry (wB97M-V/def2-TZVPD, OMol25).

Structure (XYZ):
```
73
Properties=species:S:1:pos:R:3:lowdin_spin:R:1
Ti -0.24987 0.21792 1.09415 0.103
C 4.25298 -3.27884 -2.73370 0.000
Si 3.97654 -1.43945 -2.70894 0.000
C 4.30529 -0.78095 -4.43208 0.000
C 5.19103 -0.61530 -1.58402 0.000
C 2.16997 -1.07381 -2.36318 0.000
C 1.32466 -0.81656 -3.41934 0.000
C -0.01682 -0.46819 -3.21541 0.000
C -0.42385 -0.29303 -1.92205 0.000
N 0.37112 -0.54168 -0.85859 0.000
C 1.61958 -1.02649 -1.05314 0.001
S 2.49190 -1.59158 0.33928 0.000
H 5.26463 -3.52710 -3.07517 0.000
H 3.53424 -3.76041 -3.40471 0.000
H 4.11256 -3.69093 -1.72968 0.000
H 5.37773 -0.83246 -4.64749 0.000
H 3.99163 0.26534 -4.51097 0.000
H 3.78413 -1.35265 -5.20803 0.000
H 6.16812 -0.60300 -2.08019 0.000
H 5.26918 -1.13432 -0.62771 0.000
H 4.88408 0.41653 -1.38052 0.000
H 1.70865 -0.85383 -4.43406 0.000
H -0.69190 -0.26322 -4.03496 0.000
H -1.41131 0.08022 -1.68837 0.000
O -0.26622 -1.99970 1.33622 0.008
C -0.52228 -2.36830 2.70739 0.021
C -1.50063 -1.39840 3.27208 0.130
C -2.44425 -1.75148 4.18588 0.037
C -3.31692 -0.78577 4.73820 0.278
C -3.12345 0.54604 4.30295 0.043
C -2.18544 0.85026 3.36580 0.146
N -1.35179 -0.10458 2.76658 0.195
H 0.72324 -2.00307 1.13639 0.000
H 0.43081 -2.34922 3.24433 0.008
H -0.92106 -3.37948 2.74747 0.002
H -2.50816 -2.79380 4.48314 -0.004
H -4.07157 -1.04754 5.46614 0.023
H -3.72990 1.35247 4.69935 -0.003
H -2.04061 1.86144 3.02127 0.009
N 2.01152 3.68594 0.49104 0.000
C 2.48836 2.39784 0.33442 0.001
O 2.77244 1.96942 -0.77127 0.000
C 2.63611 1.60687 1.60775 0.002
C 1.30594 1.14615 2.26197 0.003
H 1.64598 4.08578 -0.36142 0.000
H 1.43814 3.83715 1.30688 0.000
H 3.20772 2.23010 2.30635 0.000
H 3.24590 0.74681 1.34338 0.000
H 0.84809 1.98910 2.78615 0.000
H 1.58714 0.42311 3.03620 0.001
C -2.52511 -3.08430 -0.74587 0.000
S -3.33519 -1.71050 0.08864 0.002
C -5.04348 -2.19982 -0.14549 0.000
H -2.78853 -4.03120 -0.26933 0.000
H -1.44953 -2.93111 -0.64293 0.000
H -2.79068 -3.12014 -1.80435 0.000
H -5.29650 -2.27012 -1.20511 0.000
H -5.66843 -1.43588 0.31731 0.000
H -5.24308 -3.15555 0.34219 0.000
C -3.30993 2.25263 -0.04759 0.001
C -1.84402 2.69150 -0.00101 -0.001
C -1.73094 3.91081 0.91456 0.000
C -1.38276 3.08359 -1.40877 0.000
N -1.02173 1.61229 0.50178 -0.007
H -3.91688 2.97572 -0.60584 0.000
H -3.72072 2.15836 0.96215 0.001
H -3.39113 1.27715 -0.53323 0.000
H -2.49299 4.65634 0.66199 0.000
H -0.75117 4.38463 0.82001 0.000
H -1.86685 3.61649 1.95703 0.000
H -1.78370 4.06156 -1.69510 0.000
H -1.71866 2.35561 -2.15291 0.000
H -0.29135 3.11857 -1.44389 0.000
```

## Properties
Spin multiplicity ... 2
Charge ... -1
Energy above the lowest of the compared OMol25 structures with the same formula, charge and spin ... 17.6 kcal/mol